# 1
Formula: C24H33B2ClCuI2N2O8S
Source: the Open Molecules 2025 dataset
Level of theory: wB97M-V/def2-TZVPD

As for the total charge: +1. As for the strongest force on any atom: 1.55 eV/A.

Element x y z (Å)
C1 -2.337 3.752 -2.656
C2 -1.491 2.477 -2.528
N1 -2.337 1.330 -2.159
C3 -2.088 0.818 -0.843
C4 -3.110 0.924 0.078
O1 -4.306 1.484 -0.271
B1 -5.152 0.538 -0.915
O2 -5.517 -0.642 -0.309
O3 -5.618 0.898 -2.142
C5 -2.904 0.479 1.389
C6 -4.045 0.659 2.388
C7 -3.935 2.114 2.972
C8 -3.990 2.147 4.502
Cl1 -5.122 3.248 2.226
C9 -1.689 -0.071 1.748
I1 -1.380 -0.747 3.733
C10 -0.654 -0.178 0.816
C11 -0.875 0.270 -0.468
S1 0.452 0.140 -1.640
C12 1.329 -1.300 -1.047
C13 1.266 -1.538 0.308
C14 1.926 -2.633 0.811
C15 2.640 -3.479 0.001
O4 3.256 -4.564 0.570
B2 4.545 -4.301 1.045
O5 5.640 -4.897 0.450
O6 4.725 -3.437 2.129
C16 2.700 -3.200 -1.358
I2 3.870 -4.548 -2.520
C17 2.039 -2.122 -1.920
C18 2.097 -1.882 -3.422
C19 0.709 -2.232 -4.039
C20 2.591 -0.440 -3.787
C21 1.603 0.360 -4.660
N2 0.591 -0.721 1.268
O7 1.428 0.340 1.724
C22 2.090 -0.072 2.933
C23 2.200 1.080 3.939
C24 3.261 0.705 4.989
O8 2.525 2.266 3.218
H1 -2.733 4.076 -1.685
H2 -3.212 3.547 -3.281
H3 -1.751 4.583 -3.065
H4 -1.092 2.277 -3.538
H5 -0.639 2.630 -1.853
H6 -2.327 0.601 -2.861
H7 -4.905 -1.363 -0.496
H8 -5.439 1.843 -2.240
H9 -5.011 0.581 1.890
H10 -3.975 -0.053 3.209
H11 -2.953 2.512 2.695
H12 -4.823 1.572 4.917
H13 -3.025 1.884 4.945
H14 -4.162 3.194 4.790
H15 1.887 -2.814 1.881
H16 6.293 -4.210 0.268
H17 5.283 -2.718 1.802
H18 2.791 -2.563 -3.915
H19 0.456 -3.233 -3.667
H20 0.780 -2.344 -5.127
H21 -0.082 -1.549 -3.729
H22 2.790 0.136 -2.874
H23 3.538 -0.467 -4.345
H24 0.598 0.434 -4.247
H25 1.525 -0.062 -5.667
H26 1.955 1.430 -4.817
H27 1.613 -0.942 3.393
H28 3.101 -0.403 2.635
H29 1.228 1.202 4.435
H30 3.603 -0.319 4.777
H31 2.828 0.671 5.992
H32 4.147 1.342 4.942
H33 1.730 2.797 3.123
Cu1 3.054 2.705 -4.838



# 2
Formula: C24H33BCuN8O2
Source: the Open Molecules 2025 dataset
Level of theory: wB97M-V/def2-TZVPD

As for the total charge: -1. As for the strongest force on any atom: 4.60 eV/A. The relative energy (zero: lowest compared OMol25 entry of this formula, charge and spin) is 5.1 kcal/mol.

Element x y z (Å)
Cu1 0.297 -0.902 -0.205
C1 -0.380 -3.222 -2.581
C2 -1.809 -2.947 -2.005
C3 -2.696 -1.886 -2.743
C4 -1.882 -2.706 -0.543
C5 -2.504 -3.646 0.349
C6 -2.312 -3.103 1.653
N1 -1.724 -1.914 1.517
N2 -1.424 -1.654 0.091
B1 -1.148 -1.031 2.681
N3 -1.578 0.453 2.521
C7 -2.656 0.979 1.743
C8 -2.502 2.331 1.753
C9 -1.380 2.637 2.616
N4 -0.836 1.482 3.003
C10 -0.936 3.990 3.035
C11 -1.238 5.051 1.993
C12 0.567 4.089 3.492
N5 0.391 -1.257 2.817
C13 1.246 -1.040 3.918
C14 2.517 -1.333 3.446
C15 2.401 -1.773 2.055
N6 1.109 -1.831 1.782
C16 3.431 -2.021 1.071
C17 2.839 -2.880 -0.050
C18 4.647 -2.645 1.786
H1 -0.486 -3.446 -3.650
H2 0.081 -4.125 -2.120
H3 0.264 -2.336 -2.475
H4 -2.303 -3.950 -2.123
H5 -2.795 -0.993 -2.045
H6 -3.698 -2.279 -2.954
H7 -2.314 -1.574 -3.711
H8 -2.856 -4.628 0.164
H9 -2.745 -3.466 2.623
H10 -1.603 -1.447 3.706
H11 -3.419 0.377 1.266
H12 -3.064 2.971 1.089
H13 -1.547 4.289 3.964
H14 -1.023 4.743 0.935
H15 -0.656 5.917 2.282
H16 -2.269 5.414 2.008
H17 1.318 3.942 2.654
H18 0.856 3.217 4.100
H19 0.735 5.017 4.011
H20 0.853 -0.555 4.792
H21 3.424 -1.269 4.016
H22 3.694 -0.998 0.680
H23 2.540 -3.836 0.278
H24 3.521 -3.050 -0.852
H25 2.028 -2.390 -0.510
H26 4.353 -3.470 2.394
H27 5.098 -1.885 2.466
H28 5.405 -2.926 1.047
O1 1.818 -0.026 -0.900
N7 1.632 0.914 -1.836
N8 0.380 1.131 -2.168
O2 -0.585 0.684 -1.447
C19 0.197 1.882 -3.341
C20 1.296 2.566 -3.841
C21 1.198 3.014 -5.180
C22 -0.004 2.911 -5.867
C23 -1.109 2.208 -5.310
C24 -1.015 1.702 -4.040
H29 2.233 2.575 -3.256
H30 2.040 3.424 -5.708
H31 -0.054 3.351 -6.886
H32 -2.006 2.030 -5.925
H33 -1.851 1.152 -3.522



# 3
Formula: C24H33Cl21N2O3Si
Source: the Open Molecules 2025 dataset
Level of theory: wB97M-V/def2-TZVPD

As for the total charge: +2. As for the strongest force on any atom: 3.58 eV/A. The relative energy (zero: lowest compared OMol25 entry of this formula, charge and spin) is 77.0 kcal/mol.

Element x y z (Å)
C1 7.159 0.646 0.967
Si1 5.951 -0.440 -0.003
C2 5.857 -2.153 0.871
C3 6.530 -0.835 -1.790
N1 4.223 0.183 0.012
C4 3.801 1.294 0.695
C5 2.396 1.750 0.725
C6 1.421 0.953 -0.020
C7 -0.097 1.226 -0.084
C8 -0.940 1.242 1.136
C9 -2.383 1.468 0.956
N2 -2.949 1.649 -0.295
C10 -4.436 1.839 -0.493
O1 -4.841 1.011 -1.573
C11 -5.143 -0.329 -1.107
O2 -3.955 -1.108 -1.019
C12 -4.011 -2.091 0.031
C13 -2.869 -1.876 1.122
O3 -2.665 -3.161 1.737
C14 -2.160 1.662 -1.432
C15 -0.718 1.451 -1.411
C16 1.897 -0.234 -0.798
C17 3.314 -0.569 -0.739
H1 7.048 0.571 2.086
H2 8.223 0.328 0.744
H3 7.011 1.714 0.647
H4 6.729 -2.783 0.563
H5 4.885 -2.657 0.574
H6 5.786 -1.977 1.977
H7 6.445 0.037 -2.486
H8 7.592 -1.199 -1.668
H9 5.891 -1.705 -2.123
H10 4.567 1.866 1.284
H11 2.065 2.643 1.312
H12 -0.521 1.088 2.157
H13 -3.099 1.489 1.821
H14 -5.012 1.611 0.446
H15 -4.581 2.922 -0.752
H16 -5.742 -0.295 -0.153
H17 -5.828 -0.771 -1.892
H18 -5.012 -2.182 0.533
H19 -3.790 -3.107 -0.412
H20 -1.888 -1.609 0.622
H21 -3.149 -1.086 1.879
H22 -1.809 -3.519 1.442
H23 -2.643 1.832 -2.428
H24 -0.124 1.462 -2.362
H25 1.174 -0.857 -1.369
H26 3.666 -1.457 -1.318
C18 2.025 -1.175 -5.046
Cl1 2.397 -0.809 -3.345
Cl2 2.727 0.046 -6.107
Cl3 2.608 -2.784 -5.473
H27 0.946 -1.158 -5.170
C19 7.841 -4.315 3.849
Cl4 6.129 -4.440 4.275
Cl5 8.199 -5.295 2.424
Cl6 8.289 -2.627 3.570
H28 8.429 -4.692 4.680
C20 -1.535 -4.242 5.224
Cl7 -3.055 -5.077 5.557
Cl8 -1.622 -2.555 5.756
Cl9 -0.186 -5.070 6.008
H29 -1.367 -4.253 4.152
C21 -8.692 1.463 -1.267
Cl10 -9.871 0.174 -1.508
Cl11 -9.473 3.045 -1.327
Cl12 -7.844 1.251 0.278
H30 -7.961 1.415 -2.075
C22 -7.318 1.658 -5.240
Cl13 -8.495 0.365 -5.478
Cl14 -8.108 3.236 -5.279
Cl15 -6.452 1.435 -3.707
H31 -6.595 1.617 -6.049
C23 11.356 1.660 1.326
Cl16 10.134 2.938 1.263
Cl17 10.614 0.110 1.751
Cl18 12.206 1.538 -0.216
H32 12.078 1.915 2.096
C24 -10.206 5.639 1.221
Cl19 -10.373 6.882 -0.026
Cl20 -8.635 5.772 2.025
Cl21 -11.518 5.759 2.396
H33 -10.264 4.665 0.743



Number 1: orbital gap 3.9 eV. Number 2: orbital gap 6.6 eV. Number 3: orbital gap 6.3 eV.